[1]
The following is a quantum chemistry calculation of C30H82MgN7O8 as an isolated structure at a distorted geometry, from the Open Molecules 2025 dataset.

Positions of all 128 atoms, in Å:
Mg: -0.64485 2.79622 -1.93001
C: 0.14273 -0.52835 0.88982
C: -0.07403 0.09607 -0.49134
O: -0.49551 1.43055 -0.58486
H: -0.76352 -0.59522 1.49179
H: 0.83814 0.09852 1.44796
H: 0.50171 -1.55414 0.80618
H: -0.73101 -0.53891 -1.08571
H: 0.90815 -0.01254 -0.95136
C: 4.63931 0.27603 -0.72906
C: 4.54770 -0.25026 0.69050
C: 3.84492 0.88993 1.53168
O: 4.57810 2.10853 1.50379
C: 4.01879 3.08938 2.40515
N: 3.77815 -1.51592 0.80548
H: 4.95570 -0.54602 -1.37112
H: 5.36208 1.07789 -0.87973
H: 3.66408 0.70395 -0.96125
H: 5.55229 -0.40621 1.08363
H: 3.64275 0.60292 2.56359
H: 2.86291 1.10134 1.10851
H: 3.13060 3.54126 1.96352
H: 4.84775 3.79705 2.39407
H: 3.60632 2.78676 3.36764
H: 2.84356 -1.44100 0.42994
H: 3.62241 -1.59578 1.80020
C: 2.60524 3.43431 -1.16404
C: 1.84613 3.95028 -2.42963
C: 1.74400 2.93114 -3.54541
O: 0.73338 1.96544 -3.13586
C: 0.61604 0.85219 -3.99185
N: 0.49838 4.39344 -1.99061
H: 2.24139 2.47450 -0.79733
H: 2.52443 4.17012 -0.36394
H: 3.64881 3.26635 -1.43022
H: 2.44510 4.79486 -2.77026
H: 2.73778 2.58677 -3.83162
H: 1.40693 3.46731 -4.43254
H: 0.50517 1.04601 -5.05874
H: -0.23744 0.26690 -3.64963
H: 1.50792 0.22743 -3.94389
H: 0.21542 5.06107 -2.69368
H: 0.67008 5.08725 -1.27699
C: -3.77862 -0.51438 2.26153
C: -3.66133 -0.83776 0.75916
C: -4.78440 -1.74886 0.18112
O: -4.70143 -3.12393 0.68646
C: -5.54175 -4.07476 0.03149
N: -3.45435 0.41196 0.02092
H: -3.92708 -1.39935 2.88031
H: -4.55540 0.21149 2.50199
H: -2.82016 -0.07877 2.54381
H: -2.81225 -1.48952 0.55331
H: -4.61945 -1.72730 -0.89612
H: -5.80560 -1.37036 0.22540
H: -5.15358 -4.23237 -0.97478
H: -6.59252 -3.78888 -0.01599
H: -5.40574 -4.97832 0.62577
H: -2.53900 0.73969 0.29449
H: -3.24576 0.19842 -0.94395
C: -4.16079 3.40888 -3.96383
C: -2.92385 3.82757 -3.19487
C: -3.31020 3.83358 -1.64508
O: -2.10396 3.77685 -0.93137
C: -2.17318 4.51588 0.29879
N: -1.90359 2.82013 -3.46821
H: -3.93849 3.08191 -4.97959
H: -4.83823 4.25913 -4.04280
H: -4.72660 2.59309 -3.51388
H: -2.61227 4.79868 -3.57954
H: -3.89898 2.95672 -1.37568
H: -3.93969 4.69980 -1.44135
H: -1.29111 4.42691 0.93294
H: -3.00846 4.05712 0.82789
H: -2.41211 5.57205 0.17426
H: -2.36698 1.93506 -3.61654
H: -1.68711 3.03165 -4.43179
C: -3.05662 2.70378 4.12325
C: -2.37205 3.98055 4.47969
C: -0.98657 4.27216 3.96979
O: -0.10619 3.14948 4.09310
C: 0.24388 2.52397 2.83527
N: -3.30136 5.10342 4.25496
H: -2.40548 1.91125 4.49204
H: -3.14776 2.60478 3.04158
H: -4.08313 2.61761 4.47956
H: -2.25435 3.86743 5.55740
H: -0.60846 5.13935 4.51120
H: -1.04876 4.58925 2.92879
H: 0.90725 3.08909 2.18054
H: -0.63852 2.11159 2.34597
H: 0.89884 1.68316 3.06367
H: -4.17416 4.83777 4.68825
H: -3.48721 5.17008 3.26444
C: -1.20100 -4.12220 -1.47954
C: 0.12891 -4.39681 -2.26305
C: 1.07559 -3.15797 -2.17975
O: 2.34992 -3.61866 -2.71996
C: 3.29006 -2.57272 -2.91862
N: 0.78616 -5.65078 -1.96126
H: -1.56323 -3.13999 -1.78310
H: -1.06480 -4.03168 -0.40188
H: -1.93727 -4.87186 -1.76940
H: -0.05270 -4.51691 -3.33109
H: 1.14305 -2.86611 -1.13172
H: 0.63582 -2.38994 -2.81602
H: 3.52651 -2.07501 -1.97815
H: 2.96683 -1.72843 -3.52756
H: 4.25099 -2.89709 -3.31798
H: 0.08513 -6.37562 -2.01838
H: 0.79851 -5.67915 -0.95173
C: 1.70971 -5.42286 3.00655
C: 1.73455 -4.91128 1.55650
C: 3.09089 -4.95882 0.86796
O: 3.56752 -6.24432 0.48617
C: 4.53046 -6.80055 1.39506
N: 0.78585 -5.65998 0.81562
H: 2.31525 -4.77397 3.63929
H: 2.17821 -6.39807 3.13908
H: 0.69621 -5.39634 3.40683
H: 1.31625 -3.90480 1.54533
H: 3.82690 -4.37753 1.42337
H: 2.87991 -4.38977 -0.03745
H: 5.50097 -6.30705 1.44660
H: 4.77892 -7.82357 1.11264
H: 4.15769 -6.92396 2.41187
H: -0.00380 -5.56549 1.43822
H: 1.14273 -6.58483 1.00906

Output
E_HOMO	-10.0	eV
energy relative to the best compared isomer or geometry (same formula, charge and spin)	65.6	kcal per mole
energy	-2377.18974	Eh
Kohn-Sham gap	7.01	eV
total charge	+1
strongest force on any atom	0.0628	hartree/bohr

These are the Löwdin partial charges, in e, on atoms 1 to 8:
1 Mg 0.52
2 C -0.07
3 C -0.41
4 O -0.33
5 H 0.06
6 H 0.04
7 H 0.05
8 H 0.09

---

[2]
The following is a quantum chemistry calculation of C42H52Cl3CsGe2N5O2S3Si as an isolated structure at a distorted geometry, from the Open Molecules 2025 dataset.

Positions of all 111 atoms, in Å:
Cs: 0.92910 0.52350 0.92710
N: 0.58980 3.08960 4.16390
C: -0.05340 1.89780 3.84790
S: -1.68480 2.01800 3.42240
N: 0.67150 0.83450 4.04050
N: 0.43940 -0.33520 3.47150
C: 0.77670 -1.43270 4.08970
C: 1.22930 -1.47690 5.49690
C: 2.32200 -0.73120 5.93960
C: 2.71600 -0.77560 7.26420
C: 2.01810 -1.54660 8.18100
C: 0.91770 -2.27560 7.75640
C: 0.53180 -2.24620 6.43060
C: 0.72620 -2.66680 3.34650
C: 1.47530 -3.78290 3.77040
C: 1.46170 -4.93310 3.01970
C: 0.68210 -4.97400 1.86340
C: -0.01590 -3.82780 1.52170
N: 0.00140 -2.70760 2.21430
H: -0.04370 3.83130 4.42170
H: 1.39660 2.98350 4.76380
H: 2.86310 -0.12920 5.22350
H: 3.58530 -0.21720 7.59100
H: 2.32410 -1.56800 9.21980
H: 0.36240 -2.86890 8.47200
H: -0.33080 -2.80860 6.09960
H: 2.08780 -3.70100 4.65770
H: 2.05870 -5.78700 3.31080
H: 0.64260 -5.85410 1.23900
H: -0.64070 -3.80860 0.63370
O: -1.01290 1.59890 -1.93810
S: -1.56050 2.55420 -2.90970
C: -0.08230 3.35570 -3.74840
C: 1.14140 3.42270 -2.86010
C: 1.20090 4.67350 -1.98760
C: 2.51970 4.78950 -1.24390
S: 2.56370 3.74580 0.33240
O: 1.55880 2.69670 0.10710
C: 1.82480 4.95980 1.40300
C: 2.66240 5.84850 2.09100
C: 2.11420 6.77090 2.95280
C: 0.73370 6.82350 3.14400
C: -0.09230 5.90740 2.48620
C: 0.44780 4.98090 1.62740
C: -2.11370 3.97040 -1.94780
C: -2.28740 3.82950 -0.57240
C: -2.84290 4.85150 0.16380
C: -3.24230 6.03180 -0.46660
C: -3.09890 6.15850 -1.84500
C: -2.55650 5.13270 -2.58820
H: -0.40570 4.33050 -4.10820
H: 0.10380 2.70370 -4.60020
H: 2.03660 3.37750 -3.48760
H: 1.15010 2.53800 -2.22200
H: 0.38180 4.66490 -1.26670
H: 1.07220 5.56380 -2.61470
H: 2.70840 5.81090 -0.91650
H: 3.35670 4.44380 -1.85240
H: 3.73220 5.80130 1.92420
H: 2.75960 7.46650 3.47740
H: 0.30870 7.54590 3.82550
H: -1.15860 5.90890 2.65990
H: -0.17070 4.24110 1.14410
H: -1.97780 2.90800 -0.10100
H: -2.97460 4.72780 1.22810
H: -3.67270 6.83970 0.10780
H: -3.41960 7.06830 -2.33870
H: -2.46650 5.22380 -3.66270
C: -3.64760 -3.39310 -2.49980
Si: -2.41720 -1.93010 -2.36360
C: -0.66460 -2.65270 -2.12340
C: -2.40940 -1.05250 -4.04510
C: -3.44540 -1.13560 -4.97810
C: -3.36020 -0.51230 -6.20660
C: -2.22730 0.21760 -6.54250
C: -1.18270 0.30340 -5.63340
C: -1.27450 -0.31970 -4.40660
H: -3.39370 -4.04700 -3.32840
H: -4.66570 -3.04470 -2.64070
H: -3.62580 -3.99040 -1.59520
H: -0.16000 -2.83450 -3.06830
H: -0.70150 -3.59960 -1.59150
H: -0.04970 -1.96810 -1.54410
H: -4.32900 -1.71290 -4.74120
H: -4.17450 -0.59010 -6.91670
H: -2.16010 0.71230 -7.50200
H: -0.28880 0.85390 -5.89420
H: -0.45150 -0.25590 -3.71240
Cl: 3.91510 -5.23370 0.30410
Ge: 2.85960 -3.49320 -0.78450
Cl: 3.09750 -1.87200 0.79720
Cl: 4.81250 -2.81510 -1.98530
N: 3.18330 -0.35940 -2.97720
C: 2.45990 0.45370 -3.37900
H: 3.80920 -1.08580 -2.64980
C: -4.71820 1.23880 0.75780
Ge: -4.69590 -0.35420 -0.42910
C: -5.74140 0.07180 -2.07740
C: -5.66170 -1.84260 0.49780
C: -2.82290 -0.84230 -0.85680
H: -5.70030 1.40520 1.19300
H: -4.44060 2.12610 0.19650
H: -4.00100 1.12410 1.56630
H: -6.74290 0.41750 -1.82890
H: -5.83470 -0.80120 -2.71610
H: -5.23870 0.84940 -2.64580
H: -6.71220 -1.59030 0.62840
H: -5.22740 -2.01570 1.47850
H: -5.60440 -2.76870 -0.06600
H: -2.40940 -1.31420 0.03680
H: -2.29580 0.10270 -0.97910

Output
E_HOMO (spin up / spin down)	1.5 / -1.3	eV
multiplicity	2
energy relative to the best compared isomer or geometry (same formula, charge and spin)	48.3	kcal per mole
energy	-9094.62069	Eh
Kohn-Sham gap (spin up / spin down)	1.57 / 4.29	eV
total charge	-2
strongest force on any atom	0.0578	hartree/bohr

These are the Löwdin partial charges, in e, on atoms 1 to 8:
1 Cs 0.98
2 N 0.01
3 C -1.08
4 S 0.39
5 N -0.11
6 N -0.20
7 C -0.27
8 C -0.18

---

[3]
The following is a quantum chemistry calculation of F2Li2Pd as an isolated structure at a distorted geometry, from the Open Molecules 2025 dataset.

Positions of all 5 atoms, in Å:
Li: 1.92381 -1.76401 0.54312
Li: -1.20075 0.30848 1.41475
Pd: 0.24515 1.40637 -1.08728
F: -1.64950 0.37899 -1.09676
F: 0.68127 -0.32982 0.22616

Output
E_HOMO (spin up / spin down)	-21.6 / -21.2	eV
multiplicity	3
energy	-341.99541	Eh
Kohn-Sham gap (spin up / spin down)	11.33 / 8.05	eV
total charge	+2
strongest force on any atom	0.0446	hartree/bohr

Formally, the Löwdin partial charges of the atoms, in units of the elementary charge, are as follows:
1 Li 0.92
2 Li 0.90
3 Pd 1.26
4 F -0.40
5 F -0.68